# C4H7N2O

An isolated ion of composition C4H7N2O and charge +1 at a distorted geometry (ωB97M-V with the def2-TZVPD basis set, the Open Molecules 2025 dataset).

Each line ends with the natural charge from an NBO analysis.
Geometry (Å):
1 C -0.03 1.43 -0.64  0.71
2 C 1.00 -1.52 -0.42  0.45
3 C 0.10 0.66 0.54  -0.26
4 C -1.35 0.45 0.99  -0.62
5 N 1.04 -0.62 0.46  -0.49
6 N -0.16 1.67 -1.77  -0.43
7 O 1.74 -2.54 -0.45  -0.59
8 H 0.21 -1.66 -1.21  0.15
9 H 0.62 1.11 1.36  0.32
10 H -1.73 -0.54 0.76  0.25
11 H -2.05 1.17 0.51  0.24
12 H -1.46 0.65 2.13  0.27
13 H -0.24 2.28 -2.54  0.49
14 H 2.31 -2.56 0.29  0.50

Results
- LUMO energy (eV) = -5.39
- gap between HOMO and LUMO (eV) = 9.183
- calculated total energy (eV) = -9279.4010
- ΔE to the lowest compared entry with this formula, charge and spin (kcal per mole) = 78.2
- SMILES = C[C@H](C#[NH+])/N=C/O
- net charge = +1